10
Properties=species:S:1:pos:R:3:forces:R:3 method="wB97M-V/def2-TZVPD" relative_energy_ev=3.288 homo_energy_ev="-9.43 / -9.40" gap_ev="8.48 / 8.45"
C -0.307083 1.426242 -0.976766 -0.20 -0.41 -0.15
C 0.289724 0.393851 -0.370551 -0.45 -0.50 -0.66
C -0.165918 -0.964872 -0.098754 -0.34 0.34 3.41
O 0.441181 -0.623331 1.962229 0.18 -1.60 -2.97
I -2.226898 -1.405097 0.203893 1.14 0.23 -0.42
H 0.244513 2.361056 -0.861865 -0.44 -0.07 -0.55
H -1.255875 1.373409 -1.582262 1.07 0.07 1.07
H 1.254727 0.468631 0.091071 0.39 0.65 -0.01
H 0.459362 -1.859718 -0.223909 -0.33 0.60 -0.12
H 1.266268 -1.170172 1.856914 -1.02 0.69 0.41

11
Properties=species:S:1:pos:R:3:forces:R:3 method="wB97M-V/def2-TZVPD" relative_energy_ev=2.150 homo_energy_ev=-8.40 smiles="O/C=C/I.C=O" gap_ev=8.89
O 1.026616 2.071998 -0.329438 3.13 0.53 -1.82
C -0.047409 1.493771 0.086076 -1.49 0.70 1.82
C -0.758949 0.698306 -0.611454 -2.49 -3.44 -2.49
I -2.633099 -0.073974 0.028545 0.51 0.40 -0.06
H 1.160671 2.842249 0.189915 0.57 0.99 0.59
H -0.360766 1.793343 1.047889 -0.60 0.24 1.12
H -0.500075 0.188875 -1.558795 0.06 0.94 0.59
C 0.515024 -2.268437 0.284168 2.02 -0.89 -0.43
O 0.069090 -1.442968 1.000953 -0.20 0.68 1.23
H -0.099496 -2.702680 -0.508157 -0.06 -0.38 -0.34
H 1.628393 -2.600480 0.370301 -1.45 0.24 -0.21

12
Properties=species:S:1:pos:R:3:forces:R:3 method="wB97M-V/def2-TZVPD" relative_energy_ev=1.079 homo_energy_ev=-9.78 gap_ev=10.43
C -1.739299 1.425947 -1.276769 0.66 1.58 0.45
C 1.559456 -0.196837 -0.287346 -1.99 -2.80 0.16
C 0.971695 -0.195192 1.113636 4.13 1.04 0.73
O -1.358075 2.403069 -0.832914 -0.54 -1.37 -0.59
O 0.607773 -0.765395 -1.181155 1.33 0.74 -0.46
O -0.119461 -0.567650 1.368159 -1.17 -0.10 0.54
I -3.582615 -1.046449 0.241516 -1.90 -0.86 -0.29
H 1.859302 0.762830 -0.528217 0.66 2.19 -0.68
H 2.379317 -0.884748 -0.358683 0.96 -0.06 0.53
H 1.817490 0.195490 1.910658 -2.11 -0.77 -1.15
H -0.191828 -0.671477 -0.698557 -1.70 -0.23 0.31
H -2.203752 -0.459592 0.529670 1.67 0.64 0.46

14
Properties=species:S:1:pos:R:3:forces:R:3 method="wB97M-V/def2-TZVPD" relative_energy_ev=1.143 homo_energy_ev=-10.10 smiles="CS(=O)(=O)C(=O)OCI" gap_ev=9.27
C -0.987908 1.457400 -0.755279 1.41 0.33 -0.11
S -1.388402 -0.132254 0.162382 -5.71 -1.38 -3.22
O -2.706754 0.070665 0.878885 4.40 -0.02 -1.04
O -1.507240 -1.205980 -0.905570 1.51 2.60 2.89
C -0.055754 -0.640667 1.359301 0.83 -3.04 5.72
O -0.429088 -1.324525 2.350895 1.24 3.39 -4.92
O 1.325179 -0.303393 1.282158 -2.42 -0.68 -2.03
C 1.881397 -0.532426 -0.037132 1.22 1.71 -0.88
I 2.436435 -2.594259 -0.458429 -0.34 0.72 0.29
H -1.943540 1.900193 -1.198281 1.16 -0.86 1.12
H -0.423212 2.165376 -0.049163 -1.14 -0.90 -0.97
H -0.284574 1.222781 -1.635657 -1.12 0.07 1.44
H 2.855620 0.090167 -0.090419 -1.68 -1.22 0.29
H 1.227842 -0.173079 -0.903691 0.65 -0.73 1.44

12
Properties=species:S:1:pos:R:3:forces:R:3 method="wB97M-V/def2-TZVPD" spin_multiplicity=2 s2=0.75 relative_energy_ev=0.000 homo_energy_ev="-19.65 / -24.55" charge=+3 gap_ev="6.07 / 11.26"
H -1.054257 0.571225 -1.433109 -0.31 -0.05 0.24
O -0.464060 -0.134686 -1.132017 0.11 -0.46 -1.42
C 0.798007 1.831307 0.223544 0.36 2.10 2.06
C -0.763677 -0.562008 0.198302 -1.19 0.65 1.03
O 0.528972 2.936836 0.211998 -0.08 -1.33 -1.00
O 1.257645 0.756128 0.520400 0.38 -0.69 -0.36
C 0.498840 -0.502239 1.007006 0.18 -0.15 -0.07
La 0.385438 -1.825568 -3.337290 -0.03 -0.15 -0.38
H -1.223583 -1.554642 0.218221 0.26 0.01 0.07
H -1.489070 0.113014 0.673224 -0.08 -0.06 -0.42
H 1.174174 -1.331616 0.778964 0.31 0.54 0.36
H 0.351575 -0.297752 2.070757 0.09 -0.41 -0.11

15
Properties=species:S:1:pos:R:3:forces:R:3 method="wB97M-V/def2-TZVPD" spin_multiplicity=4 s2=3.76 relative_energy_ev=0.000 homo_energy_ev="-11.37 / -13.14" charge=+1 gap_ev="7.32 / 9.11"
H 0.430440 -1.585994 -1.136126 0.03 0.83 -0.03
Li -0.672012 1.298404 -1.424684 -0.14 -0.22 0.06
O 1.973383 -1.264305 0.198750 -2.24 0.58 -1.04
O -0.240841 -1.158974 0.797436 0.13 0.08 0.14
C -1.548315 -1.626571 0.406939 -0.39 -0.20 -0.23
C -2.258856 -0.597666 -0.484411 -0.30 -0.77 -0.50
O -2.005666 0.717415 -0.083411 -0.33 0.43 -0.25
C 0.797677 -1.081234 -0.219761 3.15 -0.66 1.58
H -1.450248 -2.597654 -0.098459 -0.11 0.20 0.20
H -2.089929 -1.755503 1.353300 0.18 -0.07 -0.25
H -3.336674 -0.836496 -0.473202 0.29 0.16 -0.01
H -1.930150 -0.755069 -1.534902 -0.07 0.01 0.20
O 0.753282 0.763940 -0.334759 0.35 0.41 -0.77
V -0.514144 0.829529 1.092334 0.27 0.25 1.02
Li 2.669656 1.069698 -0.111837 -0.82 -1.03 -0.10

14
Properties=species:S:1:pos:R:3:forces:R:3 method="wB97M-V/def2-TZVPD" spin_multiplicity=2 s2=0.75 relative_energy_ev=0.000 homo_energy_ev="-8.12 / -8.10" gap_ev="7.27 / 7.26"
O -0.013949 -0.165375 0.756052 -0.59 -1.31 0.78
O 1.731956 1.072569 0.972442 0.23 -0.28 0.75
C 0.504791 1.105316 0.672100 2.14 0.70 -2.69
O -0.080138 1.966679 0.026119 -1.09 0.25 0.96
C -1.422540 -0.369379 0.667272 0.06 0.00 -0.05
C -1.848647 -0.706124 -0.745286 -0.49 0.00 -0.16
H -1.600147 -1.219083 1.338496 -0.24 0.25 -0.08
H -1.938949 0.529029 1.027398 0.11 -0.24 -0.03
H -1.312296 -1.590204 -1.115740 0.01 0.34 -0.04
H -2.916974 -0.962725 -0.753697 0.15 0.02 0.06
H -1.731477 0.160663 -1.409208 0.25 -0.34 0.16
O 3.612996 -0.631166 -0.610158 -0.05 0.12 0.06
Li 2.044409 -0.910777 0.397236 0.14 1.01 -0.02
Rb 4.970968 1.720572 -1.223026 -0.62 -0.52 0.31

9
Properties=species:S:1:pos:R:3:forces:R:3 method="wB97M-V/def2-TZVPD" relative_energy_ev=4.302 homo_energy_ev=-9.53 smiles="N=C1CC1" gap_ev=9.81
N 1.597066 0.788044 1.178913 -6.54 0.04 -6.25
C 0.511341 0.364770 0.158661 6.53 -0.35 5.89
C -0.658042 0.516094 -0.659967 -0.29 3.27 -2.10
C -0.337993 -0.831119 -0.176314 -1.20 0.63 5.54
H 1.917035 0.017483 1.734634 -0.16 -1.39 -0.34
H -1.449044 1.211943 -0.407254 -0.27 -0.32 0.62
H -0.495589 0.677886 -1.756886 0.21 -0.41 0.91
H -0.242705 -1.532051 -0.899333 0.96 -2.16 -1.92
H -0.842069 -1.213049 0.827547 0.78 0.70 -2.36

9
Properties=species:S:1:pos:R:3:forces:R:3 method="wB97M-V/def2-TZVPD" relative_energy_ev=4.962 homo_energy_ev="-8.27 / -7.98" gap_ev="8.67 / 8.15"
C -1.669728 -0.609446 -0.138450 -0.79 0.09 0.05
C -0.282911 0.586379 0.537101 0.60 -1.06 -0.20
C 0.902811 0.178060 -0.245225 1.97 -0.42 -3.31
N -1.627012 0.622232 0.016773 -0.34 1.71 -0.36
H -0.953477 -1.374583 -0.011772 0.85 -1.16 0.25
H -0.157359 0.416444 1.572746 -0.36 0.18 1.20
H 1.846280 0.830880 -0.305022 -1.37 -0.56 1.13
H 0.676581 0.254079 -1.366746 -0.14 -0.50 1.37
H 1.264811 -0.904043 -0.059408 -0.43 1.73 -0.13

10
Properties=species:S:1:pos:R:3:forces:R:3 method="wB97M-V/def2-TZVPD" relative_energy_ev=6.205 homo_energy_ev=-14.41 charge=+1 gap_ev=7.82
C 1.348266 0.861090 0.134378 -2.39 1.10 0.40
C -0.027832 1.226599 -0.101688 0.37 2.26 -0.44
C 0.563537 -1.154139 -0.035058 -0.21 -1.49 1.11
N 1.606402 -0.396436 -0.105218 1.31 -1.28 -0.33
N -0.693984 -0.527047 0.085116 -0.59 0.33 -1.71
H -0.658351 1.705890 0.732378 1.32 -0.57 -1.23
H -0.116048 1.839114 -1.103433 -0.28 -1.45 1.57
H 0.609628 -2.278736 -0.023047 -0.02 1.31 -0.43
H -1.227488 -0.273260 0.888602 0.32 -0.02 1.53
H -1.404127 -1.003076 -0.472034 0.16 -0.20 -0.45

10
Properties=species:S:1:pos:R:3:forces:R:3 method="wB97M-V/def2-TZVPD" spin_multiplicity=3 s2=2.01 relative_energy_ev=2.777 homo_energy_ev="-13.53 / -14.94" charge=+1 gap_ev="10.57 / 6.30"
C -1.969527 -2.254058 1.559235 -4.89 -4.09 2.74
C -1.147265 -1.546347 1.078586 4.84 4.36 -3.01
C 0.165191 0.350525 -0.507215 0.14 -0.23 0.02
N 0.913348 1.352616 -0.904944 0.33 0.53 -0.23
N 0.447193 -0.461838 0.447422 -0.33 -0.47 0.27
H -2.774935 -2.836377 1.921183 -0.30 -0.41 0.30
H -0.751492 0.164764 -1.063008 0.05 0.03 0.03
H 0.677301 1.871546 -1.736665 -0.04 0.02 0.08
H 1.782057 1.583856 -0.441778 -0.10 -0.04 -0.09
H 1.163273 -0.421522 1.154568 0.30 0.30 -0.10

11
Properties=species:S:1:pos:R:3:forces:R:3 method="wB97M-V/def2-TZVPD" relative_energy_ev=6.158 homo_energy_ev="-15.15 / -15.15" smiles="[H]/N=[N+]1/C[C@@H]1C=O" charge=+1 gap_ev="9.10 / 9.10"
H 1.210669 2.119693 0.810974 -0.56 0.37 0.81
N 1.467649 1.573201 0.005085 0.32 -0.59 -1.26
N 0.778316 0.575422 -0.124936 -0.05 -0.74 -0.72
C 0.857370 -0.764639 -0.771992 -1.72 2.78 4.13
C -0.087686 -0.357596 0.435148 -1.70 -0.03 -1.25
C -1.907126 -0.185113 0.078184 4.01 3.46 0.62
O -2.239986 0.920152 -0.162161 -0.59 -2.16 -0.07
H 1.756935 -1.175286 -0.590410 3.06 -1.48 0.76
H 0.425635 -1.046287 -1.638871 -1.65 -0.05 -2.92
H -0.060589 -0.537574 1.502970 0.57 -0.38 0.03
H -2.201187 -1.121974 0.456008 -1.70 -1.18 -0.12

11
Properties=species:S:1:pos:R:3:forces:R:3 method="wB97M-V/def2-TZVPD" relative_energy_ev=5.152 homo_energy_ev="-16.69 / -16.69" charge=+1 gap_ev="9.62 / 9.62"
C -0.022614 -0.740783 -0.059433 1.83 3.00 -0.19
C 0.358031 1.022085 0.120289 1.12 4.74 1.87
C -0.494157 -2.066376 -0.157601 -3.52 1.31 1.01
N 1.167061 -0.063484 -0.005356 -1.38 -0.84 0.22
N 0.637092 2.650907 0.615159 -1.93 -6.00 -2.81
O -0.849478 0.457396 -0.001791 -0.75 -0.26 0.07
H 0.168666 -2.736794 0.239877 1.54 -1.83 1.18
H -0.670429 -2.311644 -1.151447 0.30 -0.29 -2.65
H -1.606662 -2.164337 0.116470 1.68 0.27 0.58
H 1.509047 2.794525 0.088232 -0.26 0.49 0.23
H -0.196557 3.158503 0.195599 1.36 -0.58 0.49

11
Properties=species:S:1:pos:R:3:forces:R:3 method="wB97M-V/def2-TZVPD" relative_energy_ev=5.125 homo_energy_ev="-16.76 / -16.76" smiles="O=[N+]1C=NCC1" charge=+1 gap_ev="8.82 / 8.82"
O 1.040510 2.034636 -0.291399 -0.51 -0.71 -0.34
N 0.446585 0.996185 -0.274358 2.02 2.30 1.00
C 0.335387 0.098513 -1.319122 1.61 0.41 -3.03
N -0.131484 -1.002312 -1.008888 -0.93 -1.24 -1.29
C -0.491557 -0.984646 0.321753 4.40 1.10 1.28
C -0.158545 0.428088 0.852536 -1.03 -2.69 2.48
H 0.830093 0.292522 -2.241714 0.08 0.61 -0.65
H 0.235667 -1.663205 0.754439 0.15 -0.53 0.51
H -1.371511 -1.410737 0.468245 -4.24 -1.47 0.92
H -1.121406 0.872048 0.879944 -0.99 1.15 0.81
H 0.386261 0.338907 1.858564 -0.56 1.08 -1.70

11
Properties=species:S:1:pos:R:3:forces:R:3 method="wB97M-V/def2-TZVPD" relative_energy_ev=5.554 homo_energy_ev=-15.20 charge=+1 gap_ev=7.90
C 2.433385 -0.627813 -0.043267 0.45 1.42 -0.05
C 2.186616 0.731462 -0.070686 0.77 -1.32 0.03
C -2.046125 -0.194134 -0.074838 1.94 -0.64 0.09
N 1.228912 -1.231953 -0.008861 -0.11 -0.67 0.00
N 0.356762 -0.355010 -0.011166 -3.42 0.23 -0.05
O 0.873961 0.892149 -0.051961 0.15 0.55 -0.01
H 3.349317 -1.182121 -0.050822 0.15 -0.03 0.01
H 2.814625 1.601746 -0.098800 -0.03 0.13 -0.01
H -2.049014 0.684072 -0.697792 0.08 0.20 -0.12
H -2.170528 -1.172847 -0.525245 0.01 0.05 -0.02
H -2.129002 -0.105532 0.997633 0.01 0.07 0.13

11
Properties=species:S:1:pos:R:3:forces:R:3 method="wB97M-V/def2-TZVPD" spin_multiplicity=3 s2=2.04 relative_energy_ev=0.983 homo_energy_ev="-12.49 / -15.85" charge=+1 gap_ev="8.13 / 6.37"
C -2.894100 0.070058 0.082469 -4.76 -0.66 0.90
C 1.927077 -0.355920 -0.123440 0.40 -1.39 -2.35
C -0.504828 -0.116916 0.101105 -1.36 0.22 -0.29
N -1.674741 0.316794 -0.084447 5.64 -1.70 0.56
N 0.552418 -0.655872 0.238114 -1.11 1.30 0.50
O 1.931600 0.977165 -0.381903 1.56 1.49 0.27
H -3.595476 0.894844 -0.091891 -0.12 -0.41 0.07
H -3.252596 -0.882600 0.639848 0.70 1.50 -0.89
H 2.079635 -1.036604 -1.000726 0.10 0.91 0.27
H 2.694062 -0.580327 0.551342 0.45 -0.93 1.71
H 2.736948 1.369376 0.069531 -1.50 -0.33 -0.76

12
Properties=species:S:1:pos:R:3:forces:R:3 method="wB97M-V/def2-TZVPD" relative_energy_ev=3.516 homo_energy_ev=-15.43 smiles="O=C1C[NH2+][C@H]2ON12" charge=+1 gap_ev=10.78
O 2.214748 -1.304934 -0.026118 0.67 -0.30 0.09
C 1.286461 -0.603806 0.072164 -0.98 1.13 0.02
C -0.103604 -0.944563 0.500015 -0.70 -2.58 1.24
N -0.991927 0.000532 -0.193310 -2.31 3.03 0.11
C -0.108344 1.222414 -0.445046 0.25 -1.20 -2.35
O 0.563263 1.571951 0.618705 0.34 0.92 2.39
N 1.221791 0.765355 -0.408387 2.17 0.90 -1.34
H -0.175355 -2.022717 0.261521 -0.84 0.64 -0.30
H -0.332153 -0.879506 1.577796 0.50 0.14 -0.45
H -1.445626 -0.125959 -1.124657 0.41 -1.15 0.81
H -1.748472 0.423649 0.438946 0.91 -1.32 -0.87
H -0.380787 1.897588 -1.271634 -0.41 -0.21 0.65

12
Properties=species:S:1:pos:R:3:forces:R:3 method="wB97M-V/def2-TZVPD" relative_energy_ev=6.318 homo_energy_ev=-14.45 charge=+1 gap_ev=8.45
C 0.448899 -0.123249 1.814921 -0.31 -0.16 -0.90
C 0.588465 -0.558036 -0.293574 0.16 0.61 -0.35
C -0.731226 -0.554255 -0.959968 -0.60 -0.18 -0.07
N -0.131229 -1.057916 2.275028 0.16 -0.35 -0.29
N 0.283791 0.484630 -0.989002 0.03 -0.58 0.73
O -0.488441 -2.166622 2.441914 -0.29 -0.41 0.43
O 0.707315 1.138386 1.902251 0.28 1.14 0.33
H 1.479017 -1.139100 -0.153657 0.26 -0.14 0.21
H -1.622057 -0.394424 -0.364999 0.06 0.05 0.13
H -0.873814 -1.115787 -1.875455 0.06 0.01 0.00
H 0.474654 1.453734 -1.170990 0.19 0.20 -0.16
H 0.669890 1.514549 2.800472 0.00 -0.20 -0.05

12
Properties=species:S:1:pos:R:3:forces:R:3 method="wB97M-V/def2-TZVPD" relative_energy_ev=5.482 homo_energy_ev="-14.68 / -14.68" charge=+1 gap_ev="8.11 / 8.11"
C 0.789713 0.839997 -1.420365 0.32 -0.36 0.70
C -0.028946 -0.237430 -1.377590 0.62 1.49 1.53
C 0.316085 0.451254 0.707603 0.01 0.01 -0.07
N 1.024739 1.253951 -0.152326 -2.42 -2.61 1.86
N -0.298995 -0.414357 -0.030983 -2.34 -2.12 -1.53
O -1.847785 -1.308974 1.820434 1.41 -0.53 1.32
O -1.673454 -1.515325 0.545245 2.57 1.36 -0.51
H 1.380214 1.324093 -2.134813 0.21 0.28 -1.50
H -0.311303 -0.786375 -2.198988 -1.06 -1.45 -1.20
H 0.152164 0.287975 1.771162 0.69 1.30 0.03
H 1.632000 1.947430 0.110296 1.65 1.98 0.79
H -1.134431 -1.842239 2.360325 -1.65 0.65 -1.42

13
Properties=species:S:1:pos:R:3:forces:R:3 method="wB97M-V/def2-TZVPD" spin_multiplicity=2 s2=0.77 relative_energy_ev=0.152 homo_energy_ev="-10.46 / -10.32" gap_ev="10.74 / 6.14"
O -0.693320 0.288789 2.771178 2.11 -0.70 -4.38
C -0.136406 0.269926 1.614313 -0.06 1.39 3.28
N 1.218967 0.200676 1.339711 -2.43 0.19 -0.13
C -1.060070 0.612823 0.422789 -1.47 -0.79 -3.02
N -0.931019 -0.290482 -0.780220 1.67 1.17 1.13
C 0.256254 -0.335239 -1.604483 0.58 0.50 1.59
O 0.093760 -1.017286 -2.595147 -1.05 -1.14 -2.10
O 1.246160 0.256042 -1.202935 0.64 0.77 -0.29
H 1.537467 0.323670 0.350927 -0.63 -0.31 0.68
H 1.730788 -0.409433 1.920178 0.70 -0.29 1.01
H -1.031571 1.641842 -0.040703 0.62 -0.69 0.99
H -2.112510 0.418724 0.615693 0.11 0.40 1.11
H -1.671277 -0.851571 -1.143012 -0.79 -0.52 0.13